Entry 1:
Density functional theory data (the ωB97M-V functional and the def2-TZVPD basis) for a 5-piece molecular cluster, C27H48F4NO17P2 overall in a non-equilibrium geometry.

XYZ file:
```
99
Properties=species:S:1:pos:R:3:mulliken_charge:R:1
H 0.977 -1.823 0.735 0.193
C 0.366 3.266 2.674 0.021
H 1.329 2.716 3.078 0.082
C -1.997 -0.537 0.997 -0.943
H -1.835 1.930 4.773 0.250
H 1.267 2.812 0.612 0.231
C 0.474 3.571 1.035 -0.517
H 6.202 -2.294 1.892 0.278
C 4.115 -2.740 2.343 -0.171
H 3.867 3.570 -7.522 0.277
C -1.554 -1.059 -0.490 -0.294
H -3.167 -0.516 1.160 0.337
H 0.143 4.256 3.278 0.291
C 4.917 -4.698 1.646 0.520
N -1.259 -1.238 2.151 1.090
H -1.931 0.755 -3.877 -0.170
C -1.186 -4.193 1.273 -0.343
O 0.090 3.927 -9.253 -0.523
H 1.074 -4.018 0.746 0.122
C 3.072 -0.497 5.351 0.528
O -0.857 2.425 2.824 -0.330
C 3.462 0.940 5.418 0.222
C -1.601 3.092 -6.418 -0.324
H 3.508 -2.897 3.241 0.128
C -0.342 3.436 -8.224 0.573
C -5.102 1.261 -1.127 -0.201
C -4.559 1.983 -2.533 -0.386
H -1.005 -0.164 -1.047 0.374
F 3.204 1.565 4.247 -0.223
C -1.629 -0.403 3.396 -0.705
H -5.671 2.024 -0.446 0.398
H 0.753 -4.474 2.637 0.132
O 2.604 1.469 6.403 -0.315
H -4.104 -2.819 1.173 0.226
H -4.055 -4.127 2.538 0.437
H -2.507 2.549 -6.707 0.281
H -1.409 -3.958 0.125 0.180
H -2.497 1.038 -2.100 -0.058
C -2.786 0.507 -3.106 0.559
H -5.504 2.553 -2.978 0.323
C -2.780 -1.123 -2.890 -0.936
O 5.841 -4.216 2.524 -0.290
O -1.278 4.032 -7.423 -0.315
H -4.106 -2.098 4.473 0.228
O -0.500 0.364 3.942 -0.186
H -3.747 2.823 -2.313 0.207
O -0.823 3.282 0.389 -0.463
O 3.900 -3.806 1.440 -0.265
C 3.896 2.057 -4.795 0.695
H 3.835 -1.783 1.893 0.192
O 3.688 3.219 -5.486 -0.308
O 3.501 1.856 -3.659 -0.575
C -0.846 1.782 4.147 -0.417
H 5.381 3.589 -6.589 0.280
H 0.407 2.584 -5.733 0.310
O 1.865 0.551 8.357 -0.542
H -2.066 -1.104 4.247 0.154
H 3.901 -1.139 5.042 0.020
H 0.039 2.247 4.793 0.373
H -4.132 0.920 -0.521 -0.368
C 2.342 0.428 7.241 0.610
H 3.668 1.161 -7.371 0.247
H -4.555 -0.937 3.053 0.138
C 0.403 -4.613 1.529 -0.691
C 5.578 -2.834 2.612 0.441
H -5.749 0.346 -1.485 0.243
O -4.127 0.982 -3.522 -0.418
O 4.992 -5.788 1.104 -0.539
F 5.669 1.293 -7.493 -0.283
H -1.799 -5.194 1.490 0.386
F -0.719 0.952 -6.058 -0.327
P -1.856 -2.886 2.488 -0.070
O 4.591 1.147 -5.535 -0.288
H -3.914 -1.242 -0.793 0.223
C 4.407 3.099 -6.696 -0.408
H -1.654 0.604 1.070 0.121
H 2.222 -0.674 4.684 -0.164
C -0.391 2.221 -6.389 0.378
F 5.864 -2.424 3.868 -0.275
H -1.779 3.588 -5.460 0.253
C 4.520 1.622 -6.860 0.369
O 1.300 -1.949 3.142 -0.659
H -1.736 -1.567 -3.260 0.268
P 0.544 -1.146 1.966 0.329
H -2.512 0.347 3.114 0.461
H -2.902 -2.757 -1.305 0.285
H 0.864 4.666 0.877 0.329
H 0.576 -5.766 1.277 0.434
C -2.916 -1.569 -1.309 -0.496
H 1.024 0.221 1.830 0.045
H -1.515 3.915 0.783 0.313
H -0.809 -1.961 -0.507 0.343
H 4.505 1.109 5.708 0.221
C -4.599 -2.081 3.387 -0.781
C -3.787 -2.991 2.287 -0.495
O 0.054 2.230 -7.726 -0.314
O 2.687 -0.772 6.683 -0.333
H -5.722 -2.429 3.404 0.373
H -3.608 -1.575 -3.583 0.387
```

E_LUMO	-3.38	eV
orbital gap	8.85	eV
max |F|	7.041	eV/Å
net charge	+1

Entry 2:
Density functional theory data (the ωB97M-V functional and the def2-TZVPD basis) for a 6-piece molecular cluster, C27H48IN7O overall in a non-equilibrium geometry.

XYZ file:
```
84
Properties=species:S:1:pos:R:3:mulliken_charge:R:1
C -2.750 0.676 1.403 -0.058
C -4.161 -0.049 -4.139 -0.430
N 0.942 -0.705 -0.427 0.058
C 4.560 -0.410 -3.100 -1.075
H 3.609 0.111 -0.673 0.005
C 4.173 5.130 -2.177 -1.095
H 4.993 -2.206 -1.926 0.300
C 1.647 -2.996 -0.595 -0.786
H -3.057 1.341 0.592 0.294
H -0.115 -1.812 -3.326 0.251
H 4.971 5.305 0.508 0.301
C 2.150 -1.544 -0.221 -0.128
H 2.812 5.800 -0.658 0.311
N -0.748 0.690 -4.367 -0.371
C 4.056 -1.579 -2.122 -0.696
H -9.397 2.285 3.432 0.297
H -3.045 -1.097 -5.678 0.293
H 2.637 4.102 -1.087 0.278
H 4.752 -2.903 3.420 0.363
H -0.182 -3.668 -1.817 0.323
H 6.369 -4.763 3.490 0.313
H 0.672 -0.074 0.337 0.192
C 4.990 3.247 0.000 0.276
C 5.472 -5.161 0.214 0.305
C 0.468 -2.766 -1.626 0.188
H 4.911 5.925 -2.033 0.325
H -5.138 -0.336 -4.539 0.307
H -4.147 -0.096 4.504 0.365
H -7.072 4.017 2.439 0.300
H 1.402 -1.446 -2.860 0.014
N 0.764 -2.243 -2.996 -0.541
H 4.823 -5.317 2.861 0.296
O -1.409 -1.246 -0.774 -0.635
H 1.099 -3.330 0.354 0.400
H -9.156 3.979 3.841 0.307
C 3.371 4.892 -0.902 -0.400
C 4.250 4.513 0.293 -0.409
C 3.573 -1.032 -0.705 0.068
H 3.510 5.425 -2.993 0.302
N -6.522 0.349 4.272 -0.483
C -8.633 3.050 3.600 -0.422
N 4.750 -5.122 -0.699 -0.480
H -4.745 0.489 2.187 0.257
H 2.274 -1.533 0.916 0.398
H 4.492 -3.130 1.695 -0.133
H 7.285 -4.608 1.167 0.278
H -7.351 2.324 1.995 0.293
H 6.723 -6.243 1.540 0.297
C -1.390 1.082 1.874 0.244
H -4.582 -0.936 -2.213 0.333
H -4.257 0.973 -3.760 0.292
C -7.839 3.248 2.312 -1.078
H -2.433 0.109 4.167 0.397
H 6.070 -2.579 2.285 0.330
I 2.937 0.840 -3.840 -0.035
H 3.321 -2.274 -2.636 0.522
C -3.130 -0.087 -5.270 -0.473
H 5.308 0.272 -2.591 0.402
H 2.378 -3.843 -0.737 0.198
N -0.328 1.396 2.242 -0.593
C -7.061 1.357 4.497 0.266
N 5.563 2.259 -0.228 -0.469
H -8.502 3.559 1.502 0.329
H -3.336 -1.205 3.391 0.281
C 6.400 -5.211 1.386 -0.426
H -8.362 2.535 5.685 0.301
C 5.227 -3.241 2.496 -0.641
H -3.813 1.785 2.926 0.271
C -3.392 -0.163 3.719 -1.245
H -2.700 -0.340 1.006 0.169
C -0.202 -1.492 -0.892 0.043
C -7.753 2.652 4.787 -0.381
C -3.753 0.756 2.558 -0.356
H 3.633 4.365 1.182 0.286
H 5.027 -0.895 -4.020 0.478
H -3.436 0.580 -6.079 0.314
H -2.867 -0.685 -2.506 0.097
H 4.698 4.227 -2.497 0.305
C -3.806 -0.974 -2.981 -0.838
H 4.325 -1.377 0.077 -0.042
C 5.689 -4.688 2.637 -0.495
H -7.002 3.421 4.984 0.269
C -1.791 0.348 -4.763 0.211
H -3.714 -2.010 -3.321 0.319
```

E_LUMO	0.66	eV
orbital gap	9.10	eV
max |F|	2.670	eV/Å

Entry 3:
Density functional theory data (the ωB97M-V functional and the def2-TZVPD basis) for C27H48MgOP2 as an isolated structure in a non-equilibrium geometry.

XYZ file:
```
79
Properties=species:S:1:pos:R:3:mulliken_charge:R:1
H -2.650 -2.766 4.796 0.436
C -0.148 2.038 3.410 0.286
H 0.440 2.147 -3.538 0.624
H -1.459 -1.874 2.811 0.326
H -1.798 5.077 3.632 0.430
C -0.923 -1.492 -3.907 -0.265
C -0.539 0.703 2.897 0.761
C 0.349 -0.915 -0.690 0.125
C 0.381 -1.386 -3.616 0.187
O -1.078 0.527 1.745 -0.954
C 1.537 0.087 -1.037 -0.573
H -0.775 -0.896 -5.985 0.286
C -0.225 2.288 -1.289 -0.180
H -2.357 3.515 4.257 0.342
H 3.465 2.458 -1.830 0.350
H 2.589 -3.497 -2.026 0.442
C -0.133 1.367 -4.057 -0.049
H 1.699 1.354 -5.057 0.494
H 1.661 1.176 6.134 0.371
H 2.683 3.887 -1.132 0.393
C 2.621 -2.917 -1.092 -1.302
H -1.131 -3.676 -1.052 0.376
C -1.535 -0.961 -5.192 -1.067
C -0.074 -3.985 -1.014 -1.556
H 1.042 3.133 4.795 0.423
H -2.831 -0.982 4.733 0.380
C -1.455 3.252 1.679 -1.253
C 0.506 -0.183 4.945 -0.277
C -0.663 3.381 2.938 0.773
C -2.192 0.434 -4.997 -0.948
H 1.917 -0.112 -2.087 -0.463
H -0.081 -2.919 1.591 0.458
H 0.241 3.983 2.750 0.335
H -0.207 -0.569 0.239 -0.041
H 0.166 -2.967 5.221 0.480
H -2.215 2.475 1.771 0.321
H 2.331 -0.567 -4.019 0.308
H -0.905 4.280 4.928 0.387
H -2.130 1.891 -3.373 0.677
H -0.482 -1.017 -1.521 -0.273
C 0.694 2.153 4.481 -0.636
C -1.485 1.226 -3.955 -0.840
H 0.910 -2.825 3.602 0.360
C -1.022 -1.730 3.811 0.196
C 1.025 1.066 5.263 -1.214
H -2.323 -1.671 -5.533 0.444
H -3.266 0.306 -4.765 0.369
H -1.693 -1.729 5.887 0.323
H -0.538 -3.861 3.835 0.387
H 1.280 -1.774 1.749 0.464
H 1.610 -3.561 1.566 0.549
H -2.118 0.940 -5.979 0.335
H -0.094 3.144 -1.964 0.937
H 3.137 -3.527 -0.338 0.468
H 2.048 3.213 -2.659 0.356
H 3.197 -1.999 -1.267 0.291
P 0.963 -2.613 -0.474 1.667
H 0.270 -4.355 -1.995 0.436
H 0.381 0.598 -5.994 0.346
C 0.801 0.707 -4.980 -1.022
C 1.349 -0.684 -4.508 -1.262
P 1.468 2.008 -0.548 0.201
H -1.903 4.209 1.399 0.408
C 2.502 2.961 -1.691 -1.172
H -1.619 -2.128 -3.325 0.444
H 0.871 -2.051 -2.875 0.343
H -0.739 2.955 0.924 -0.300
H 0.058 -4.779 -0.248 0.471
H 0.707 -1.020 5.623 0.184
C 0.950 -2.720 1.291 -1.774
Mg -1.460 0.314 -1.421 1.108
H -0.380 1.482 -2.107 -1.951
C -0.308 -0.395 3.838 0.398
C -1.469 4.105 4.012 -1.509
C -2.127 -1.805 4.878 -1.607
H 2.328 -0.228 -0.317 0.837
H 1.539 -1.302 -5.424 0.437
H -1.132 2.511 -0.688 0.545
C -0.049 -2.914 4.135 -1.590
```

E_LUMO (spin up / spin down)	-0.18 / -0.18	eV
energy relative to the best compared isomer or geometry (same formula, charge and spin)	44.33	kcal/mol
orbital gap (spin up / spin down)	4.31 / 4.31	eV
max |F|	4.219	eV/Å